# 1
5
Properties=species:S:1:pos:R:3:forces:R:3:mulliken_charge:R:1 method="wB97M-V/def2-TZVPD" homo_lumo_gap_ev=7.8114 spin_multiplicity=1 de_lowest_kj_mol=370.0
I -2.3876 -1.1150 -0.2336 1.29 0.73 0.50 -0.05
S 0.7883 -0.0171 -0.5751 -0.55 0.17 -1.11 -0.01
S -0.0813 1.6637 0.2848 0.41 -2.28 0.13 -0.02
C -0.4665 -0.2488 0.8563 -0.13 0.76 -0.55 -0.14
H 2.1471 -0.2828 -0.3324 -1.02 0.62 1.02 0.23

=====

# 2
96
Properties=species:S:1:pos:R:3:forces:R:3:mulliken_charge:R:1 method="wB97M-V/def2-TZVPD" homo_lumo_gap_ev=9.4019 spin_multiplicity=1 de_lowest_kj_mol=0.0
P 3.7429 -1.1976 -5.3334 -0.29 0.43 0.03 0.07
O 1.3903 2.9976 1.6632 -0.25 -0.29 0.06 -0.36
O -0.3466 5.9192 5.3871 -0.05 -0.07 -0.04 -0.53
O -1.1755 -1.8099 4.1655 0.02 0.04 0.03 -0.54
O -4.8432 -2.7925 1.8245 -0.05 0.05 0.00 -0.38
O 3.7972 0.4289 -5.3799 0.51 0.19 0.02 -0.54
O 4.2772 2.4273 -1.3553 0.14 0.03 0.05 -0.59
O 2.1719 -1.5109 -4.9843 0.10 -0.48 0.19 -0.34
O 0.0686 0.6886 -0.9941 -0.75 0.30 0.68 -0.33
O 1.1282 -2.9788 -9.0688 0.00 -0.02 0.01 -0.56
N 2.5509 0.9022 -2.8030 -0.21 -0.03 0.15 0.01
C -5.9230 -2.1587 -0.2542 0.05 0.01 0.02 -1.29
C 2.5684 4.8384 0.6700 0.02 -0.13 -0.01 -1.14
C -0.7098 -0.0903 -0.0769 -0.15 0.04 0.16 0.42
C -2.1698 -2.8198 4.3507 -0.07 -0.04 -0.04 0.56
C 1.4015 0.2131 -3.4150 -0.23 -0.07 -0.49 -0.50
C -1.0113 3.6038 5.6899 0.05 0.02 -0.01 -1.26
C 1.8770 4.8961 3.1129 -0.15 -0.15 -0.01 -1.45
C -7.1942 -3.3444 1.5714 0.04 0.00 0.05 -1.34
C 1.6627 -1.2726 -3.6656 0.17 0.30 -0.07 -0.51
C 3.4780 -3.4609 -8.7172 -0.06 0.05 -0.03 -0.65
C -1.3391 4.9461 5.0555 -0.03 -0.04 0.11 0.66
C -1.9927 -3.5195 5.6879 0.05 0.05 0.00 -1.39
C 3.5769 1.4414 -0.5978 -0.13 -0.11 -0.13 1.37
C 2.3271 4.0462 1.9417 0.09 0.12 -0.16 0.51
C -2.1680 -3.7914 3.1849 0.12 -0.01 -0.03 -1.23
C 0.1171 -0.4420 1.1437 0.22 -0.02 0.00 -0.75
C -2.7205 5.4405 5.4539 0.01 0.04 -0.05 -1.47
C -1.9926 0.6320 0.3019 0.01 0.04 -0.09 -1.25
C 1.6861 -4.8830 -7.6751 -0.05 0.03 -0.01 -1.00
C 2.9137 0.3779 -1.4840 0.15 -0.27 0.23 -0.81
C 4.4664 0.8108 0.4581 0.15 0.05 0.02 -1.86
C -5.8514 -3.1642 0.8832 -0.04 -0.01 -0.05 0.40
C 2.0763 -4.0268 -8.8707 0.04 -0.05 0.05 0.32
H -7.5253 -2.3953 2.0030 -0.02 0.00 -0.02 0.35
H 1.1519 -2.4147 -8.2867 0.00 0.02 -0.01 0.34
H -1.2851 4.8520 3.9686 0.01 0.03 -0.01 0.18
H 3.7442 0.8388 -4.4904 -0.36 -0.12 -0.05 0.37
H -2.9714 -4.5218 3.2791 0.00 0.00 0.00 0.41
H 0.7547 -1.8638 -3.5610 -0.10 0.07 -0.13 0.30
H 2.0142 -4.6265 -9.7814 0.00 0.01 -0.01 0.29
H -2.3065 -3.2581 2.2459 -0.02 -0.02 0.01 0.18
H 3.5141 -2.8287 -7.8270 0.09 0.00 -0.01 -0.14
H 3.7481 -2.8529 -9.5806 -0.02 -0.01 -0.01 0.30
H 2.0226 0.0156 -0.9502 0.45 -0.03 -0.14 0.28
H -0.4270 -1.0766 1.8435 -0.06 0.03 -0.03 0.23
H 0.4746 0.3584 -2.8481 0.47 -0.22 -0.23 0.36
H 5.1080 2.0618 -1.6863 -0.20 -0.06 0.02 0.33
H -2.9363 6.3971 4.9786 0.00 0.00 0.00 0.35
H -4.9510 -2.0555 -0.7359 0.00 0.00 0.00 0.29
H -6.6537 -2.4625 -1.0046 -0.01 0.00 0.00 0.40
H -5.0946 -1.9406 2.1994 0.01 0.00 0.01 0.28
H -1.7560 1.5631 0.8266 -0.01 -0.02 0.02 0.23
H 4.2202 -4.2524 -8.6017 -0.02 -0.02 0.01 0.35
H 3.3652 5.5729 0.7895 0.00 -0.01 0.01 0.40
H 0.3501 1.4857 -0.5285 0.03 0.06 0.09 0.17
H -1.7381 2.8413 5.4069 -0.01 0.01 0.00 0.36
H -1.0323 -4.0429 5.7125 -0.01 -0.02 0.00 0.36
H -3.4943 4.7261 5.1695 0.00 -0.01 0.00 0.37
H 3.8830 0.3574 1.2598 -0.04 -0.06 -0.04 0.29
H 5.1108 1.5763 0.8930 -0.08 0.01 0.09 0.47
H 2.3917 -1.6596 -2.9498 -0.08 -0.06 0.08 0.36
H -5.5121 -4.1264 0.4942 0.00 0.00 0.00 0.26
H -0.0219 3.2651 5.3843 0.00 0.00 0.00 0.28
H 1.2564 0.6592 -4.3999 -0.06 0.03 -0.04 0.57
H 0.5624 3.3895 1.3621 0.04 0.17 0.11 0.30
H 2.6090 5.6659 3.3579 0.02 -0.01 -0.04 0.41
H -0.3148 -2.2434 4.1476 0.00 0.01 0.02 0.33
H 1.0319 -0.9527 0.8365 -0.02 -0.05 0.05 0.32
H 0.6800 -5.2824 -7.8022 0.00 0.00 0.00 0.31
H -1.2141 -4.3277 3.1464 -0.01 -0.02 0.03 0.43
H -7.1176 -4.0761 2.3753 0.00 0.00 0.00 0.32
H 0.9307 5.3926 2.8822 0.03 0.05 0.01 0.26
H 1.6587 5.3649 0.3659 0.00 0.02 0.04 0.35
H 3.5889 -0.4753 -1.5992 0.13 0.07 -0.11 0.17
H 2.2917 1.8738 -2.6688 0.14 0.07 -0.19 0.17
H -2.7692 5.5796 6.5376 -0.02 -0.03 0.00 0.36
H -2.7815 -4.2543 5.8534 0.00 0.00 -0.01 0.38
H -2.0089 -2.7987 6.5051 0.00 0.00 0.00 0.34
H -2.6018 0.0176 0.9666 0.01 -0.01 0.00 0.30
H 0.4099 0.4719 1.6703 -0.02 0.00 0.02 0.05
H -0.9597 -0.9953 -0.6347 0.02 -0.03 -0.02 0.23
H 2.7810 1.9944 -0.0908 0.08 0.09 -0.08 -0.45
H -6.2201 -1.1782 0.1297 -0.02 0.00 -0.01 0.34
H 1.7041 -4.2763 -6.7647 0.02 -0.02 0.01 0.12
H 2.8455 4.1351 -0.1150 0.10 0.22 -0.12 0.21
H -3.1124 -2.2676 4.3552 -0.01 -0.01 0.00 0.13
H -7.9567 -3.6786 0.8669 0.00 0.00 -0.01 0.39
H 5.1086 0.0421 0.0194 -0.01 0.00 0.01 0.50
H 4.2283 -1.3259 -3.9913 0.09 -0.22 0.00 -0.04
H -2.5750 0.8775 -0.5863 0.00 0.00 0.00 0.36
H 2.3790 -5.7155 -7.5424 0.01 0.00 0.00 0.36
H 1.7186 4.2773 3.9951 0.01 0.03 0.02 0.25
H -0.3618 6.0254 6.3448 0.05 0.05 0.00 0.34
H 3.2405 3.5073 2.2044 0.02 0.02 0.03 0.23
H -1.0201 3.6939 6.7801 -0.02 -0.02 0.00 0.37

=====

# 3
101
Properties=species:S:1:pos:R:3:forces:R:3:mulliken_charge:R:1 method="wB97M-V/def2-TZVPD" total_charge=+2 homo_lumo_gap_ev=5.7395 spin_multiplicity=1
Ta 0.1213 -0.0128 0.1709 0.05 0.28 0.18 1.15
Cl 4.0051 -3.6919 8.0418 0.00 -0.01 0.01 -0.17
Cl -0.5897 8.2309 4.0570 0.01 0.02 0.00 -0.17
Cl 2.3198 0.5503 0.9394 0.24 0.15 -0.04 -0.20
Cl 0.6239 -8.6825 -3.8492 0.00 -0.01 -0.01 -0.17
Cl -7.2555 1.8154 -5.5609 0.01 -0.01 0.01 -0.17
S 5.4585 3.8702 -3.8517 -0.11 -0.05 -0.11 0.22
N -1.7418 1.0846 0.3728 -0.14 -0.28 0.02 -0.11
N 0.5106 -1.9995 0.8666 0.03 -0.17 -0.21 0.38
N 4.0824 4.3758 -3.1941 0.00 0.17 0.13 -0.65
N -0.0544 0.3520 2.2849 -0.22 -0.22 0.04 0.16
N 1.7157 -0.3351 -1.6399 0.04 0.16 0.03 0.36
N 0.4226 1.9304 -1.1142 0.13 0.13 -0.25 0.46
N 5.2675 2.2834 -3.6919 0.16 -0.13 0.06 -0.67
N -1.0530 -1.1684 -1.2009 -0.13 -0.02 0.15 0.07
C -3.9649 0.7438 -2.6880 -0.05 0.06 -0.06 -0.35
C 3.8057 -2.1341 5.8530 0.02 0.00 0.02 -1.03
C 3.4801 -1.5505 -2.7334 0.03 0.04 -0.04 -1.03
C 0.1781 -4.6945 -1.8072 -0.05 -0.15 0.01 0.31
C 0.1123 4.2976 -1.4559 0.10 0.08 -0.07 -1.60
C 1.1011 -2.3457 2.0796 0.11 0.12 0.24 0.49
C -0.7292 -2.3851 -1.7702 0.18 -0.34 0.18 1.03
C 4.1332 -0.3977 -3.0782 -0.07 0.03 0.06 -0.83
C 0.0107 -3.3859 -1.1264 -0.08 0.39 -0.13 0.46
C -2.1492 4.6581 3.2431 -0.04 -0.05 0.17 0.08
C -5.9943 1.4036 -4.4614 0.04 0.00 0.04 0.30
C 0.4531 -7.1583 -3.0681 0.02 0.06 0.03 0.26
C 0.3321 5.9045 3.0541 -0.05 0.07 0.04 -1.11
C -2.0008 5.9720 3.6552 -0.04 0.02 0.03 -1.09
C -3.9258 1.9491 -3.3858 -0.01 -0.06 0.04 0.22
C -0.9413 -5.4787 -2.0839 0.04 0.03 0.01 -0.33
C -0.3222 3.0422 -1.0577 -0.13 -0.07 0.04 0.20
C 1.1747 -1.5666 3.2180 -0.21 0.18 -0.17 1.07
C 2.3302 0.8133 -2.0250 0.03 -0.10 -0.21 -0.44
C 1.4384 -5.1731 -2.1612 -0.03 0.05 0.03 0.07
C 1.5803 -6.3953 -2.7949 0.00 -0.07 -0.03 -1.16
C 1.5838 -3.6880 2.0479 -0.08 -0.08 -0.20 -1.78
C 3.5386 0.8197 -2.7259 -0.20 -0.25 0.08 0.45
C 1.3767 4.4382 -1.9724 -0.06 -0.10 0.05 -0.58
C 0.5727 -3.1800 0.1163 -0.28 -0.10 0.01 0.93
C 0.3112 1.7760 4.0767 0.07 -0.15 0.09 -1.67
C 3.4291 3.2988 -2.7898 0.32 -0.23 -0.19 0.64
C 0.1787 4.5904 2.6532 -0.12 -0.02 -0.09 -0.21
C 1.2580 -3.0550 5.2304 0.01 0.06 -0.02 0.27
C -4.9317 2.2787 -4.2772 -0.04 0.02 -0.05 -1.06
C -0.8092 -6.7064 -2.7082 0.00 -0.04 -0.02 -1.03
C -3.2121 2.7883 0.8828 -0.18 -0.06 -0.29 -1.53
C -5.0340 -0.1254 -2.8874 0.04 0.02 0.02 0.09
C 1.2434 -4.2055 0.8479 0.07 0.04 0.16 -1.69
C -2.0251 -0.6435 -2.0501 -0.06 0.39 -0.11 -0.38
C 1.9120 -3.5450 6.3490 0.03 -0.01 0.04 -1.01
C -0.2574 1.6369 2.7733 -0.15 0.10 -0.07 0.64
C 0.6220 -0.2924 3.2898 0.30 -0.18 0.12 0.71
C 4.1117 2.0914 -3.0768 -0.05 0.44 -0.03 0.75
C 1.8684 -2.1021 4.4201 0.08 -0.05 0.05 -0.58
C -2.0007 2.1502 1.2210 0.28 0.06 0.19 0.74
C 1.6290 2.0480 -1.7366 -0.04 0.14 0.01 -0.16
C -3.7247 2.1227 -0.1925 0.13 0.14 0.21 -1.59
C -2.7917 1.1177 -0.5445 -0.03 -0.07 -0.33 0.47
C 2.1407 3.2818 -2.1504 -0.25 -0.09 0.11 0.22
C 3.1433 -1.6443 4.7397 -0.01 -0.03 -0.02 0.19
C -0.7662 6.5959 3.5504 0.06 -0.09 -0.04 0.31
C 0.7940 0.5618 4.4235 -0.09 0.13 -0.10 -1.58
C -1.1154 2.5647 2.2265 -0.11 -0.32 0.02 1.34
C 2.2911 -1.4684 -2.0120 0.06 -0.16 0.11 0.41
C -2.8758 0.4025 -1.7361 0.17 -0.12 0.17 1.28
C 3.1849 -3.0825 6.6535 -0.04 0.01 -0.04 0.36
C -2.1589 -1.4517 -3.2108 0.13 -0.21 0.05 -1.48
C -1.3605 -2.5387 -3.0326 -0.08 0.19 -0.04 -1.58
C -1.0660 3.9517 2.7291 0.16 0.21 -0.03 -0.10
C -6.0517 0.2033 -3.7670 -0.04 0.00 -0.03 -1.01
H -4.6483 2.3097 -0.7129 -0.01 0.01 0.00 0.64
H 4.7981 -1.7866 6.1036 0.00 0.00 0.00 0.43
H -1.9252 -5.1326 -1.7922 -0.01 0.00 0.00 0.54
H 5.0724 -0.4005 -3.6148 0.01 0.01 -0.01 0.59
H 1.2938 6.3941 2.9897 0.00 0.01 0.00 0.45
H -5.0800 -1.0592 -2.3404 0.00 0.00 0.00 0.51
H -1.3300 2.9617 -0.6950 0.08 -0.02 0.03 0.62
H -1.2302 -3.3847 -3.6846 -0.03 -0.01 -0.02 0.77
H 3.6244 -0.9054 4.1099 0.00 0.00 0.00 0.49
H -3.1051 4.1745 3.3981 0.01 -0.01 -0.07 0.57
H 1.8146 -2.3818 -1.7143 0.01 0.03 0.05 -0.62
H -2.8381 6.5116 4.0752 0.00 0.00 0.00 0.46
H -1.6763 -7.3190 -2.9120 0.00 0.00 0.00 0.43
H 1.4011 -5.2067 0.4857 -0.01 -0.02 0.02 0.63
H 2.0789 -4.1733 2.8710 0.02 -0.02 0.00 0.60
H 0.2414 2.6677 4.6766 0.02 0.00 0.02 0.60
H -0.5588 5.1373 -1.3464 0.01 0.01 -0.01 0.62
H -4.9019 3.2075 -4.8294 0.01 0.00 0.00 0.43
H -6.8902 -0.4626 -3.9155 0.00 0.00 0.00 0.44
H 1.7757 5.3967 -2.2768 0.01 0.00 -0.01 0.60
H -2.8255 -1.2405 -4.0292 0.01 0.00 -0.03 0.72
H 1.4417 -4.2799 6.9872 0.00 0.00 0.00 0.44
H 2.3268 -4.5958 -1.9304 0.00 0.01 -0.02 0.51
H 2.5570 -6.7650 -3.0740 0.01 0.00 0.00 0.43
H 1.0303 4.0484 2.2569 0.00 0.02 0.02 0.58
H 0.2626 -3.4101 4.9925 0.00 -0.01 0.01 0.50
H 1.2208 0.2502 5.3611 0.02 0.03 0.01 0.60
H -3.6457 3.6290 1.3923 0.02 0.03 0.02 0.52
H -3.0956 2.6295 -3.2376 0.00 0.02 -0.01 0.54
H 3.8679 -2.5253 -2.9913 0.02 0.00 -0.01 0.59

=====

# 4
15
Properties=species:S:1:pos:R:3:forces:R:3:mulliken_charge:R:1 method="wB97M-V/def2-TZVPD" total_charge=+2 homo_lumo_gap_ev="7.4381 / 7.4424" spin_multiplicity=1 de_lowest_kj_mol=314.6
Cl -0.8062 -2.1200 0.0249 -0.17 -0.21 0.02 0.12
N 1.3981 0.1617 -0.2636 -3.69 -0.06 0.09 -0.44
N 3.6237 -0.3988 -0.0189 0.31 0.21 0.04 -0.28
N -1.6714 0.4156 -0.0444 0.98 -0.01 -0.11 -0.08
C -0.8513 -0.5366 -0.0637 3.05 1.26 -0.21 0.80
C -3.1059 0.2383 0.1255 -1.84 -0.20 0.08 -0.72
C 2.3497 -0.6816 -0.0966 0.25 -0.81 0.00 0.33
H 3.9709 0.5533 -0.0512 -0.03 -0.10 -0.01 0.24
H -1.3807 1.3945 -0.1563 0.35 -0.30 0.00 0.32
H -3.4623 0.9364 0.8861 0.23 -0.04 0.00 0.32
H 1.4792 1.1675 -0.2508 0.09 0.18 0.03 0.25
H 2.0747 -1.7371 -0.0638 0.10 0.04 0.07 0.21
H -3.6189 0.4707 -0.8134 0.26 0.01 0.01 0.35
H 4.3213 -1.1289 0.0442 -0.12 -0.05 0.00 0.27
H -3.3617 -0.7794 0.4201 0.24 0.08 0.00 0.32